Entry a
Molecular formula: C40H110N10O10
Method: DFT, ωB97M-V/def2-TZVPD

Computed properties:
HOMO-LUMO gap: 0.338 hartree
SMILES string: COC[C@H](C)N.COC[C@H](C)N.COC[C@H](C)N.COC[C@H](C)N.COC[C@H](C)N.COC[C@H](C)N.COC[C@H](C)N.COC[C@H](C)N.COC[C@H](C)N.COC[C@H](C)N

The geometry in ORCA input format:
```
! wB97M-V def2-TZVPD RIJCOSX def2/J DEFGRID3
* xyz 0 1
C 4.40 0.42 -6.18
C 5.37 -0.48 -5.39
C 6.84 -0.40 -5.90
O 7.80 -1.17 -5.19
C 7.43 -2.52 -5.11
N 5.32 0.12 -4.04
H 4.55 1.49 -5.98
H 3.38 0.25 -5.85
H 4.37 0.22 -7.26
H 4.96 -1.49 -5.33
H 7.15 0.65 -5.82
H 6.85 -0.60 -6.97
H 7.22 -3.10 -6.00
H 6.74 -2.84 -4.33
H 8.36 -3.07 -4.96
H 5.79 1.01 -4.01
H 4.37 0.44 -3.90
C -0.28 1.60 0.16
C 1.14 1.00 -0.12
C 1.34 -0.42 0.47
O 0.40 -1.30 0.01
C 0.34 -2.45 0.85
N 1.23 0.75 -1.56
H -0.96 0.79 -0.10
H -0.42 2.48 -0.47
H -0.37 1.91 1.20
H 1.95 1.67 0.19
H 1.20 -0.46 1.55
H 2.27 -0.81 0.06
H -0.05 -2.25 1.84
H 1.35 -2.85 1.00
H -0.23 -3.20 0.31
H 0.62 -0.04 -1.70
H 0.83 1.50 -2.10
C -2.86 -9.63 1.18
C -1.94 -8.53 0.58
C -0.61 -9.11 0.06
O 0.39 -9.60 1.04
C 0.76 -8.70 2.02
N -2.68 -8.01 -0.59
H -2.27 -10.36 1.74
H -3.35 -10.28 0.45
H -3.63 -9.30 1.88
H -1.85 -7.68 1.26
H 0.07 -8.46 -0.47
H -0.86 -9.97 -0.57
H -0.19 -8.29 2.38
H 1.32 -7.84 1.65
H 1.34 -9.18 2.81
H -3.33 -7.24 -0.45
H -2.06 -7.72 -1.33
C -9.49 -2.78 0.43
C -8.47 -3.47 -0.45
C -7.20 -2.65 -0.70
O -6.19 -3.47 -1.45
C -5.00 -2.67 -1.52
N -8.19 -4.77 0.15
H -10.48 -3.23 0.38
H -9.70 -1.74 0.18
H -9.15 -2.76 1.47
H -8.94 -3.64 -1.43
H -6.74 -2.24 0.20
H -7.38 -1.74 -1.28
H -4.53 -2.37 -0.58
H -5.23 -1.78 -2.10
H -4.27 -3.09 -2.21
H -7.48 -5.18 -0.44
H -7.77 -4.60 1.05
C -3.86 6.59 2.48
C -3.29 7.63 1.49
C -4.04 7.54 0.14
O -5.41 7.92 0.25
C -6.17 7.64 -0.93
N -3.56 8.98 1.96
H -3.86 5.59 2.03
H -4.90 6.81 2.72
H -3.24 6.45 3.37
H -2.23 7.50 1.28
H -3.94 6.56 -0.33
H -3.49 8.23 -0.51
H -5.68 8.26 -1.69
H -7.19 7.98 -0.72
H -6.09 6.59 -1.18
H -4.55 9.01 1.79
H -3.23 9.68 1.31
C -5.71 -3.50 4.59
C -5.83 -4.38 5.85
C -7.27 -4.62 6.45
O -7.95 -3.44 6.78
C -9.35 -3.56 6.68
N -5.30 -5.65 5.51
H -4.68 -3.27 4.29
H -6.20 -2.54 4.76
H -6.19 -3.94 3.72
H -5.32 -3.85 6.66
H -7.26 -5.39 7.22
H -7.91 -5.11 5.70
H -9.77 -4.32 7.34
H -9.64 -3.62 5.63
H -9.79 -2.61 6.98
H -4.43 -5.61 4.99
H -5.03 -6.13 6.36
C 1.72 -4.83 -4.52
C 0.34 -4.29 -4.93
C 0.36 -3.92 -6.43
O -0.97 -3.47 -6.78
C -1.06 -2.88 -8.05
N -0.54 -5.46 -4.78
H 1.62 -5.60 -3.76
H 2.44 -4.11 -4.14
H 2.21 -5.38 -5.32
H 0.10 -3.40 -4.35
H 0.82 -4.78 -6.92
H 1.05 -3.07 -6.37
H -1.10 -3.64 -8.83
H -0.29 -2.12 -8.07
H -2.05 -2.42 -8.06
H -0.07 -6.09 -5.42
H -1.30 -5.15 -5.37
C 0.69 6.92 -2.60
C 1.70 6.27 -3.59
C 1.09 5.53 -4.87
O 0.19 4.51 -4.33
C -0.65 3.87 -5.31
N 2.48 7.36 -4.04
H 0.15 7.67 -3.19
H 1.22 7.39 -1.77
H -0.13 6.30 -2.23
H 2.32 5.68 -2.91
H 1.80 5.20 -5.63
H 0.48 6.30 -5.34
H -0.98 4.69 -5.95
H -1.45 3.37 -4.76
H -0.01 3.14 -5.80
H 2.48 8.25 -3.57
H 3.46 7.13 -4.16
C 9.57 3.86 4.27
C 8.78 2.54 4.22
C 8.74 1.96 2.80
O 7.81 0.95 2.72
C 7.53 0.50 1.35
N 9.18 1.54 5.19
H 9.17 4.47 3.47
H 10.59 3.61 3.99
H 9.62 4.26 5.29
H 7.73 2.66 4.50
H 9.70 1.59 2.43
H 8.38 2.73 2.11
H 6.61 -0.08 1.37
H 8.31 -0.02 0.79
H 7.48 1.39 0.73
H 10.16 1.42 4.98
H 8.85 0.69 4.76
C 2.51 5.49 3.58
C 3.68 4.84 4.37
C 4.02 5.49 5.74
O 4.43 6.84 5.62
C 4.68 7.42 6.91
N 3.35 3.41 4.60
H 2.38 5.18 2.54
H 2.57 6.57 3.45
H 1.59 5.34 4.13
H 4.60 5.04 3.82
H 4.82 4.90 6.19
H 3.15 5.44 6.40
H 5.34 8.29 6.94
H 5.06 6.72 7.65
H 3.71 7.58 7.38
H 4.19 2.95 4.91
H 2.63 3.24 5.29
*
```

***

Entry b
Molecular formula: C40H110N10O10
Method: DFT, ωB97M-V/def2-TZVPD

Computed properties:
HOMO-LUMO gap: 0.347 hartree
SMILES string: COC[C@H](C)N.COC[C@H](C)N.COC[C@H](C)N.COC[C@H](C)N.COC[C@H](C)N.COC[C@H](C)N.COC[C@H](C)N.COC[C@H](C)N.COC[C@H](C)N.COC[C@H](C)N

The geometry in ORCA input format:
```
! wB97M-V def2-TZVPD RIJCOSX def2/J DEFGRID3
* xyz 0 1
C -0.29 -5.21 -2.26
C -0.34 -4.63 -3.67
C -1.84 -4.41 -4.15
O -2.52 -5.63 -4.29
C -3.43 -6.08 -3.31
N 0.40 -3.40 -3.74
H -1.00 -4.61 -1.69
H 0.71 -5.14 -1.84
H -0.52 -6.28 -2.27
H 0.06 -5.27 -4.46
H -1.86 -4.01 -5.16
H -2.39 -3.77 -3.47
H -2.99 -6.32 -2.34
H -4.00 -6.93 -3.67
H -4.20 -5.34 -3.12
H 1.34 -3.61 -3.44
H 0.55 -3.26 -4.73
C -3.32 -1.65 -6.45
C -4.66 -2.04 -7.20
C -5.38 -0.91 -7.91
O -6.49 -0.41 -7.18
C -7.08 0.74 -7.73
N -4.34 -3.04 -8.23
H -2.58 -2.44 -6.57
H -3.42 -1.48 -5.38
H -2.86 -0.77 -6.90
H -5.42 -2.54 -6.59
H -5.77 -1.16 -8.90
H -4.66 -0.12 -8.11
H -7.29 0.58 -8.78
H -6.29 1.50 -7.70
H -7.95 1.16 -7.22
H -3.67 -2.72 -8.91
H -5.20 -3.29 -8.69
C 3.52 1.35 8.62
C 3.14 0.68 7.30
C 3.46 1.61 6.16
O 3.18 1.12 4.87
C 1.84 1.07 4.51
N 3.90 -0.49 7.33
H 2.94 2.23 8.89
H 4.55 1.71 8.60
H 3.59 0.67 9.48
H 2.08 0.45 7.39
H 4.54 1.80 6.14
H 2.89 2.54 6.27
H 1.73 0.46 3.61
H 1.49 2.07 4.24
H 1.21 0.73 5.32
H 4.69 -0.49 6.70
H 3.32 -1.02 6.70
C -2.71 -0.94 -1.21
C -1.61 -0.11 -1.80
C -0.50 0.08 -0.78
O -0.99 0.97 0.30
C 0.04 1.68 0.96
N -1.22 -0.91 -3.02
H -3.58 -0.95 -1.86
H -2.88 -0.64 -0.17
H -2.28 -1.94 -1.10
H -2.18 0.78 -2.08
H 0.33 0.64 -1.23
H -0.14 -0.86 -0.38
H 0.26 1.15 1.89
H -0.39 2.61 1.32
H 0.87 2.09 0.39
H -2.05 -1.44 -3.21
H -0.54 -1.63 -2.85
C 2.47 -2.31 -0.84
C 2.96 -2.83 0.43
C 2.04 -2.31 1.61
O 0.74 -2.75 1.33
C -0.23 -2.26 2.36
N 3.04 -4.30 0.25
H 1.38 -2.37 -0.80
H 3.03 -2.75 -1.66
H 2.67 -1.25 -0.98
H 3.95 -2.38 0.55
H 2.14 -1.23 1.68
H 2.28 -2.73 2.59
H -0.12 -2.89 3.25
H -1.29 -2.26 2.13
H 0.00 -1.26 2.73
H 2.54 -4.54 -0.60
H 2.46 -4.65 1.00
C -6.44 -3.03 -2.85
C -7.11 -3.17 -1.53
C -6.09 -3.22 -0.35
O -5.37 -4.39 -0.48
C -4.25 -4.42 0.36
N -8.02 -2.04 -1.33
H -5.85 -3.93 -3.01
H -5.84 -2.15 -3.08
H -7.16 -3.03 -3.67
H -7.64 -4.12 -1.58
H -6.62 -3.03 0.58
H -5.37 -2.43 -0.54
H -4.03 -5.46 0.61
H -4.26 -3.91 1.32
H -3.45 -4.06 -0.28
H -8.38 -1.69 -2.20
H -8.82 -2.35 -0.79
C -0.51 2.50 6.94
C -1.86 1.74 6.75
C -1.62 0.31 6.21
O -1.13 0.45 4.88
C -2.21 0.45 4.02
N -2.51 1.80 8.04
H 0.00 2.62 5.99
H 0.25 1.98 7.53
H -0.70 3.43 7.49
H -2.29 2.38 5.98
H -2.57 -0.22 6.33
H -0.95 -0.29 6.83
H -3.03 1.11 4.31
H -2.71 -0.49 3.79
H -1.84 0.55 3.00
H -2.67 2.71 8.44
H -3.44 1.39 7.98
C 5.85 -0.33 -7.04
C 4.61 0.38 -7.15
C 3.92 0.60 -5.75
O 3.41 -0.63 -5.31
C 2.64 -0.45 -4.03
N 4.94 1.72 -7.70
H 5.54 -1.38 -6.98
H 6.40 -0.21 -6.10
H 6.48 -0.24 -7.92
H 3.90 -0.14 -7.79
H 3.10 1.31 -5.87
H 4.66 0.98 -5.06
H 3.28 0.02 -3.29
H 2.29 -1.46 -3.82
H 1.79 0.24 -4.08
H 5.40 1.72 -8.60
H 4.22 2.43 -7.74
C -0.13 5.96 4.01
C 1.18 6.27 3.36
C 2.38 6.42 4.39
O 2.01 7.25 5.60
C 1.73 8.60 5.21
N 1.59 5.48 2.24
H -0.52 6.82 4.55
H -0.06 5.11 4.70
H -0.92 5.64 3.34
H 1.12 7.30 2.98
H 3.32 6.74 3.94
H 2.65 5.42 4.74
H 2.60 9.07 4.76
H 1.47 9.25 6.05
H 0.88 8.73 4.55
H 1.47 4.52 2.56
H 2.60 5.54 2.20
C 6.25 2.38 2.43
C 5.35 3.48 1.99
C 4.33 3.02 1.01
O 5.10 2.41 -0.07
C 4.25 1.81 -0.93
N 4.83 3.89 3.26
H 5.64 1.56 2.82
H 6.94 2.74 3.19
H 6.78 1.81 1.67
H 5.87 4.36 1.62
H 3.76 3.80 0.50
H 3.63 2.34 1.51
H 4.81 1.25 -1.68
H 3.45 2.44 -1.30
H 3.69 1.09 -0.33
H 4.56 3.04 3.73
H 5.63 4.35 3.67
*
```

***

Need the numbers? Relative energies in hartree: entry a 0.0041; entry b 0.0000.

***

Entry a
Molecular formula: C5H8N3O
Method: DFT, ωB97M-V/def2-TZVPD

Computed properties:
HOMO-LUMO gap (alpha / beta): 0.283 / 0.283 hartree
SMILES string: C[n+]1ccn(N)c(=O)c1

The geometry in ORCA input format:
```
! wB97M-V def2-TZVPD RIJCOSX def2/J DEFGRID3
* xyz 1 1
C -0.53 -1.42 0.14
C 0.77 -0.98 0.08
C 0.19 1.29 -0.35
C -1.14 0.86 -0.22
C 2.55 0.60 0.01
N -1.52 -0.62 -0.01
N 1.11 0.32 -0.12
N -2.84 -0.72 -0.01
O -2.12 1.56 -0.25
H -0.63 -2.46 0.20
H 1.66 -1.51 0.21
H 0.39 2.35 -0.12
H 3.06 -0.14 -0.49
H 2.76 1.66 -0.35
H 2.88 0.63 1.01
H -3.28 -1.54 0.26
H -3.30 0.16 0.00
*
```

***

Entry b
Molecular formula: C5H8N3O
Method: DFT, ωB97M-V/def2-TZVPD

Computed properties:
HOMO-LUMO gap (alpha / beta): 0.165 / 0.182 hartree

The geometry in ORCA input format:
```
! wB97M-V def2-TZVPD RIJCOSX def2/J DEFGRID3
* xyz 1 1
C -1.63 1.75 -3.79
C -1.24 0.61 -2.92
C -1.72 2.89 -3.05
C -1.15 1.31 -1.81
C 0.08 -1.15 1.12
N -0.35 -0.29 0.49
N 0.30 -2.17 1.90
N 2.42 -1.51 4.16
O -1.31 2.56 -1.75
H -2.07 1.59 -4.81
H -0.79 -0.16 -3.39
H -1.91 3.92 -3.28
H 1.10 -2.65 1.48
H 0.30 -1.99 2.93
H 2.39 -1.18 5.12
H 3.23 -1.07 3.72
H 2.38 -2.47 3.88
*
```

***

Need the numbers? Relative energies in hartree: entry a 0.0000; entry b 0.1675.

***

Entry a
Molecular formula: CH5BrN2
Method: DFT, ωB97M-V/def2-TZVPD

Computed properties:
HOMO-LUMO gap (alpha / beta): 0.236 / 0.236 hartree

The geometry in ORCA input format:
```
! wB97M-V def2-TZVPD RIJCOSX def2/J DEFGRID3
* xyz 0 1
C -1.03 0.39 -0.45
N 1.64 -0.24 1.15
N -0.60 -0.82 0.15
Br -0.08 -2.21 -0.93
H -1.48 0.39 -1.41
H -1.50 1.04 0.31
H -0.05 0.95 -0.42
H 2.01 -0.09 0.19
H 1.09 0.59 1.42
*
```

***

Entry b
Molecular formula: CH5BrN2
Method: DFT, ωB97M-V/def2-TZVPD

Computed properties:
HOMO-LUMO gap (alpha / beta): 0.302 / 0.302 hartree

The geometry in ORCA input format:
```
! wB97M-V def2-TZVPD RIJCOSX def2/J DEFGRID3
* xyz 0 1
C -0.33 0.54 0.39
N 0.51 0.07 -0.62
N -0.06 -2.05 -0.91
Br -0.64 -2.52 0.66
H -1.28 0.43 -0.06
H -0.28 -0.10 1.36
H 0.03 1.51 0.58
H 1.56 -0.21 -0.33
H -0.75 -1.87 -1.56
*
```

***

Need the numbers? Relative energies in hartree: entry a 0.0341; entry b 0.0000.

***

Entry a
Molecular formula: CH5BrN2
Method: DFT, ωB97M-V/def2-TZVPD

Computed properties:
HOMO-LUMO gap: 0.397 hartree
SMILES string: C=NBr.N

The geometry in ORCA input format:
```
! wB97M-V def2-TZVPD RIJCOSX def2/J DEFGRID3
* xyz 0 1
C -1.33 -1.49 -0.05
N 0.92 0.95 -0.02
N -2.21 -1.00 0.70
Br -3.07 0.51 0.11
H -1.10 -2.38 0.43
H 0.32 1.58 -0.55
H -0.97 -1.17 -0.92
H 0.30 0.39 0.56
H 1.49 1.50 0.59
*
```

***

Entry b
Molecular formula: CH5BrN2
Method: DFT, ωB97M-V/def2-TZVPD

Computed properties:
HOMO-LUMO gap: 0.350 hartree
SMILES string: CN(N)Br

The geometry in ORCA input format:
```
! wB97M-V def2-TZVPD RIJCOSX def2/J DEFGRID3
* xyz 0 1
C -0.84 -0.41 0.36
N 0.90 1.04 -0.53
N 0.53 -0.48 0.06
Br 0.87 -1.77 -1.15
H -1.16 -1.40 0.74
H -1.06 0.13 1.30
H -1.40 0.00 -0.41
H 0.32 1.62 0.08
H 1.84 1.27 -0.45
*
```

***

Need the numbers? Relative energies in hartree: entry a 0.0000; entry b 0.0447.

***

Entry a
Molecular formula: C4H14O4
Method: DFT, ωB97M-V/def2-TZVPD

Computed properties:
HOMO-LUMO gap: 0.238 hartree

The geometry in ORCA input format:
```
! wB97M-V def2-TZVPD RIJCOSX def2/J DEFGRID3
* xyz 0 1
C 0.72 -1.76 -0.35
C 1.81 1.64 0.79
O -1.65 -1.67 0.08
C 1.59 0.30 0.74
C 1.64 -0.63 -0.31
H 0.56 -2.16 -1.35
H 1.14 -2.56 0.27
H -0.26 -1.47 0.04
H 2.49 2.12 0.10
H 1.75 2.12 1.76
H -1.71 -0.13 1.37
H 1.25 -0.12 1.68
H 2.10 -0.32 -1.27
H -1.74 1.33 1.34
H -1.51 -2.50 -0.41
O -1.24 0.63 1.72
H -1.71 -0.65 -0.93
H -1.50 -0.08 -2.43
O -1.86 0.16 -1.58
H 0.02 1.86 -0.06
H -1.19 1.57 -0.80
O -0.71 2.32 -0.40
*
```

***

Entry b
Molecular formula: C4H14O4
Method: DFT, ωB97M-V/def2-TZVPD

Computed properties:
HOMO-LUMO gap: 0.398 hartree
SMILES string: OCCCCO.O.O

The geometry in ORCA input format:
```
! wB97M-V def2-TZVPD RIJCOSX def2/J DEFGRID3
* xyz 0 1
C 0.52 0.88 -1.77
C -0.22 1.74 -0.78
C -1.75 1.48 -0.53
O -1.98 0.62 0.56
C 0.50 -0.64 -1.50
O -0.83 -1.18 -1.54
H 1.53 1.26 -1.97
H 0.12 0.74 -2.82
H -0.30 2.76 -1.07
H 0.24 1.46 0.17
H -2.20 1.04 -1.42
H -2.38 2.39 -0.46
H -1.91 -0.28 0.23
H 0.76 -0.84 -0.43
H 1.18 -1.10 -2.21
H -1.23 -0.72 -2.29
H 3.10 -2.88 3.22
H 3.03 -4.19 2.29
O 2.56 -3.41 2.64
H -0.77 0.60 2.70
H -0.05 -0.19 3.86
O 0.07 0.44 3.13
*
```

***

Need the numbers? Relative energies in hartree: entry a 0.1315; entry b 0.0000.